ORCA calculation (the ωB97M-V functional and the def2-TZVPD basis) on a 7-piece molecular cluster, C85H52N2O13 overall.

Last column: Mulliken spin population.
Atoms and positions in Å:
O -2.5563 -6.5425 1.7247  0.00
O 5.3924 -2.2177 0.3101  0.00
O -7.4118 8.3333 -0.3010  0.00
O 0.1105 -1.4826 -3.4612  0.00
O 0.4295 -8.6069 5.7138  0.00
O 3.2152 1.9952 6.9051  0.00
O 3.0023 4.7185 -8.7925  0.00
O 3.4799 -0.3909 -4.3461  0.03
O -2.6308 2.3456 1.1851  0.00
O -1.9947 2.7730 -7.4515  0.08
O 5.1546 -2.9586 6.3042  0.00
O -4.0588 4.8513 2.0098  0.00
O -3.0402 -2.3391 0.9065  0.00
N -2.3233 2.6554 -0.9993  0.00
N -1.8352 4.3226 0.1969  0.00
C 0.3622 -10.6825 1.9634  0.00
C 1.5500 -0.5963 3.8698  0.00
C -1.2753 -6.1484 3.7624  0.00
C 1.7948 -3.6392 -0.3002  0.00
C 7.0971 -3.6019 -3.1950  0.00
C 5.4862 -2.2874 -2.0375  0.00
C -1.9609 -0.9580 -2.2938  0.00
C 1.6117 0.4388 -6.5441  0.22
C -3.6041 0.6529 -3.1800  0.00
C 5.5405 -2.3030 -4.4601  -0.01
C -5.0346 5.5040 1.6435  0.00
C 1.6722 2.9190 -7.8889  0.11
C 1.9536 1.2215 -0.6465  0.00
C -6.0708 5.0819 0.6939  0.00
C -0.1372 -8.1637 4.7216  0.00
C -6.2717 7.7328 1.7149  0.00
C -1.0646 -8.3334 2.4487  0.00
C 3.2663 -0.3925 -1.9466  0.00
C -6.6428 8.8728 2.4379  0.00
C 3.3338 -0.4187 0.5097  0.00
C -6.9363 6.0128 0.0330  0.00
C 3.1274 -2.1823 4.6099  0.00
C -0.2784 6.5752 -10.3553  0.00
C -0.1826 -8.8550 3.3997  0.00
C 6.1993 -1.2207 8.4134  0.00
C -0.6399 4.2972 -8.7138  0.01
C -4.7896 7.1368 3.5574  0.00
C 4.7168 -1.8483 6.5410  0.00
C -6.1868 9.1055 3.7932  0.00
C -0.4270 -6.0130 6.0119  0.00
C -1.6324 4.9224 -9.2264  -0.02
C -2.2205 3.0764 0.2514  0.00
C 0.3784 2.3368 -7.4755  0.14
C -0.5596 -10.2206 1.0161  0.00
C 0.4045 1.0611 -6.9135  0.00
C -0.9015 -2.6576 -0.1660  0.00
C -7.2047 3.3183 -0.5438  0.00
C 3.5179 -1.4031 5.7318  0.00
C 3.6081 0.8836 6.8287  0.00
C -6.9078 7.4280 0.3997  0.00
C -1.2300 -9.0272 1.2380  0.00
C -1.8473 -4.8870 3.9873  0.00
C 1.0162 -3.8517 0.8327  0.00
C -1.7176 -6.9109 2.5756  0.00
C 3.8093 -0.8693 -0.7448  0.01
C -5.2148 8.2781 4.2790  0.00
C -2.4135 -0.0454 -3.2859  0.00
C 4.7408 0.4527 7.6859  0.00
C 6.6955 -0.4137 9.4326  0.00
C -0.9079 -4.7349 6.1451  0.00
C 6.6269 -3.1952 -4.4092  0.00
C 2.7885 2.2604 -7.5945  0.11
C 2.8339 1.0332 -6.8906  0.12
C -4.0557 -0.6535 -1.0867  0.00
C 0.5889 -9.9974 3.1537  0.00
C -4.3505 0.3075 -2.1058  0.00
C -7.9325 4.1957 -1.3013  0.00
C -0.0617 -2.3234 -1.2941  0.00
C 0.6558 4.8302 -9.0809  0.03
C 1.2906 -2.8047 -1.3560  0.00
C -0.5903 -1.6573 -2.4639  0.00
C 5.1419 1.3064 8.6948  0.00
C -0.5891 -6.7102 4.8149  0.00
C -0.8636 3.1081 -7.8605  0.09
C 2.2596 0.6144 -1.8954  -0.01
C 5.2709 -0.8535 7.4965  0.00
C 0.8326 5.8715 -10.0122  0.00
C 2.9732 -0.1802 5.8207  0.00
C -6.2528 3.7449 0.4529  0.00
C -7.7965 5.5495 -0.9751  0.00
C -2.3483 -2.1171 -0.0507  0.00
C 2.4401 0.5913 0.5225  0.00
C -0.3779 -3.5153 0.8194  0.00
C -1.5266 6.0272 -10.0731  0.04
C 3.7844 -0.8567 -3.2945  0.00
C 1.8603 4.2614 -8.4818  0.02
C 2.1260 -1.8230 3.7228  0.00
C -2.7882 -1.2228 -1.1905  0.00
C 4.9337 -1.8532 -3.2365  0.00
C 1.9819 0.2868 4.9183  0.00
C -5.3474 6.8353 2.3020  0.00
C 4.9516 -1.8401 -0.7132  0.00
C -1.6627 -4.1261 5.1507  0.00
C 6.1667 0.8806 9.5840  0.00
C 6.5349 -3.2204 -1.9870  0.00
H -4.8835 8.4310 5.2955  0.00
H 7.9537 -4.2559 -3.1250  0.00
H 1.8298 0.9963 -2.8097  0.00
H 2.8572 -3.7932 -0.1823  0.00
H 6.5339 1.3873 10.4643  0.00
H 1.9454 -2.5525 2.9472  0.00
H -5.2729 0.8676 -2.1481  0.00
H 3.8056 -0.8429 1.3837  0.00
H 1.2994 2.0806 -0.6613  0.00
H -8.3069 6.3993 -1.4036  0.00
H -2.0649 -3.1282 5.0562  0.00
H -5.7139 3.0685 1.0998  0.00
H 0.7092 -0.3996 3.2212  0.00
H 7.4182 -0.8026 10.1346  0.00
H -7.2923 2.2509 -0.6832  0.00
H -4.8569 -0.8429 -0.3877  0.00
H 4.6051 2.2287 8.8610  0.00
H 6.7343 -2.1476 8.2682  0.00
H 0.0535 -6.4250 6.8869  0.00
H -2.0057 4.7016 1.1174  0.00
H -1.9189 -8.6100 0.5185  0.00
H -0.2310 7.4567 -10.9775  0.00
H 7.0086 -3.5364 -5.3601  0.00
H -2.3579 -4.3214 3.2219  0.00
H -1.5033 2.9453 -1.5128  0.00
H -0.7246 -10.7352 0.0810  0.00
H -2.4654 6.4630 -10.3816  0.00
H 5.1915 -1.9913 -5.4335  0.00
H -1.7357 0.2060 -4.0883  0.00
H 1.7749 6.2623 -10.3668  0.00
H -0.8304 -4.2695 7.1166  0.00
H 1.6195 -0.5677 -6.1526  0.02
H -6.6983 9.8752 4.3521  0.00
H -0.4592 0.4729 -6.6406  0.00
H 3.5095 -3.1895 4.5324  0.00
H -1.5611 4.7851 -0.6581  0.00
H 1.3245 -10.3155 3.8776  0.00
H 7.0282 -3.5437 -1.0823  0.00
H 0.7833 -11.6768 1.9432  0.00
H -8.6157 3.7471 -2.0073  0.00
H 3.7064 2.7552 -7.8757  0.01
H -1.0756 -3.7740 1.6022  0.00
H 2.2256 0.9276 1.5262  0.00
H -3.8192 1.4887 -3.8292  0.00
H 1.5322 -4.5046 1.5211  0.00
H -4.0646 6.5078 4.0526  0.00
H -2.6074 4.5523 -8.9454  0.00
H 1.9403 -2.5819 -2.1895  0.00
H 3.7949 0.5468 -6.8110  0.02
H -7.3505 9.5438 1.9738  0.00
H 1.7613 1.3226 5.1301  0.00
H -2.5841 1.6837 -1.0880  0.00

As for the total charge: +1. Its molar mass is 1309.35 g mol⁻¹. The value obtained for the HOMO energy (alpha / beta) is -0.391 / -0.391 hartree. Its HOMO-LUMO gap (alpha / beta) is 5.293 / 2.303 eV. The energy comes out at -4357.569718 a.u. The LUMO energy (alpha / beta) comes out at -5.4 / -8.3 eV. The expectation value of S² is 0.78. Its multiplicity is 2.